{"formula": "C6H9N", "method": "wB97M-V/def2-TZVPD", "total_charge": 0, "homo_lumo_gap_ha": 0.32419, "lumo_ev": 1.057, "de_lowest_ev": 0.405, "smiles": "Cc1cc[nH]c1C", "species": ["C", "C", "C", "C", "N", "C", "C", "H", "H", "H", "H", "H", "H", "H", "H", "H"], "positions_angstrom": [[-0.87832, -1.62007, 0.65579], [0.14097, -0.73313, 0.01335], [1.55802, -0.87104, 0.10685], [2.09962, 0.37621, -0.04327], [1.07465, 1.24907, -0.31272], [-0.12507, 0.57591, -0.29833], [-1.43935, 1.21491, -0.61775], [-1.87150, -1.55505, 0.19854], [-0.97791, -1.25223, 1.68653], [-0.57351, -2.66735, 0.71349], [2.11037, -1.79302, 0.23421], [3.12040, 0.71658, 0.04968], [1.14160, 2.24805, -0.22355], [-2.13122, 0.45356, -0.99475], [-1.32833, 1.96282, -1.41010], [-1.92043, 1.69477, 0.24204]], "nbo_charge": [-0.624, -0.094, -0.301, -0.074, -0.512, 0.121, -0.644, 0.210, 0.212, 0.215, 0.218, 0.209, 0.405, 0.228, 0.219, 0.213]}


{"formula": "C21H19NO4", "method": "wB97M-V/def2-TZVPD", "total_charge": 0, "homo_lumo_gap_ha": 0.32146, "lumo_ev": -0.075, "de_lowest_ev": 1.041, "smiles": "COc1ccc(C(C)=O)cc1COC(=O)c1cc(C)nc2ccccc12", "species": ["C", "O", "C", "C", "C", "C", "C", "C", "O", "C", "C", "C", "O", "C", "O", "C", "C", "C", "C", "N", "C", "C", "C", "C", "C", "C", "H", "H", "H", "H", "H", "H", "H", "H", "H", "H", "H", "H", "H", "H", "H", "H", "H", "H", "H"], "positions_angstrom": [[-2.15861, -3.93335, 1.44356], [-1.81723, -3.00979, 0.43642], [-2.50990, -1.84908, 0.34872], [-3.55946, -1.48800, 1.19118], [-4.20081, -0.27898, 1.02091], [-3.82768, 0.60434, 0.00929], [-4.55468, 1.89133, -0.10371], [-4.12026, 2.82742, -1.20364], [-5.45602, 2.17530, 0.65584], [-2.78437, 0.23482, -0.83909], [-2.12833, -0.97025, -0.68112], [-0.96708, -1.32298, -1.57187], [0.27345, -0.90562, -0.98628], [0.63378, 0.36566, -1.16476], [-0.00717, 1.16821, -1.79954], [1.90096, 0.71552, -0.46189], [1.96256, 1.96667, 0.10196], [3.11884, 2.36576, 0.80733], [3.18359, 3.72020, 1.43617], [4.15567, 1.58366, 0.93739], [4.14283, 0.36048, 0.37343], [5.29656, -0.43800, 0.51570], [5.35205, -1.68056, -0.04986], [4.26161, -2.17248, -0.78224], [3.12562, -1.42479, -0.93449], [3.02654, -0.14584, -0.35397], [-1.47446, -4.77069, 1.31585], [-3.18839, -4.28655, 1.33189], [-2.02386, -3.50664, 2.44188], [-3.87681, -2.14375, 1.98626], [-5.00959, 0.00674, 1.67688], [-4.70560, 3.74173, -1.14843], [-3.06398, 3.06541, -1.10289], [-4.27758, 2.35866, -2.17267], [-2.45649, 0.89019, -1.62992], [-0.87736, -2.40457, -1.68060], [-1.07648, -0.83871, -2.54765], [1.12156, 2.63788, 0.01337], [3.05810, 4.49120, 0.67791], [2.38471, 3.83389, 2.16709], [4.14315, 3.84942, 1.92733], [6.12318, -0.02828, 1.07442], [6.23743, -2.28990, 0.05703], [4.32532, -3.15232, -1.23232], [2.29465, -1.81341, -1.50085]], "nbo_charge": [-0.252, -0.495, 0.332, -0.317, -0.111, -0.210, 0.579, -0.718, -0.547, -0.154, -0.058, -0.111, -0.500, 0.787, -0.598, -0.101, -0.205, 0.232, -0.644, -0.410, 0.140, -0.194, -0.201, -0.213, -0.197, -0.015, 0.204, 0.180, 0.182, 0.222, 0.238, 0.238, 0.233, 0.231, 0.235, 0.217, 0.209, 0.231, 0.223, 0.222, 0.236, 0.227, 0.215, 0.214, 0.223]}


{"formula": "C6H7NO", "method": "wB97M-V/def2-TZVPD", "total_charge": 0, "homo_lumo_gap_ha": 0.29581, "lumo_ev": 0.362, "de_lowest_ev": 4.186, "species": ["C", "C", "C", "C", "C", "C", "N", "O", "H", "H", "H", "H", "H", "H", "H"], "positions_angstrom": [[0.21262, 1.43415, 0.48029], [0.92561, 0.38813, 1.22632], [-2.64161, -0.02505, -0.47485], [0.11064, 0.62318, -0.56196], [0.98510, -0.43325, 0.22050], [1.81522, -1.66342, -0.15269], [-3.13248, 1.06986, -0.51571], [-2.50824, -1.14729, -0.45661], [-0.18122, 2.37839, 0.78488], [1.39458, 0.47276, 2.23603], [-0.07271, 0.80256, -1.56153], [2.60280, -1.83175, 0.51465], [2.05786, -1.50606, -1.14131], [1.21309, -2.59293, -0.14075], [-2.78126, 2.03073, -0.45726]], "nbo_charge": [-0.190, -0.249, 0.861, -0.229, 0.047, -0.644, -0.797, -0.499, 0.205, 0.199, 0.201, 0.224, 0.219, 0.225, 0.426]}


{"formula": "C21H23FN3", "method": "wB97M-V/def2-TZVPD", "total_charge": 1, "homo_lumo_gap_ha": 0.17578, "lumo_ev": -6.238, "species": ["F", "C", "C", "C", "C", "C", "C", "C", "C", "C", "C", "C", "C", "C", "H", "H", "H", "H", "H", "H", "H", "H", "H", "H", "C", "C", "N", "C", "C", "C", "C", "C", "N", "C", "N", "H", "H", "H", "H", "H", "H", "H", "H", "H", "H", "H", "H", "H"], "positions_angstrom": [[4.29557, 3.06983, 2.31966], [3.85654, 1.76554, 2.27098], [4.79946, 0.74691, 2.34060], [4.32794, -0.57587, 2.31937], [2.97387, -0.84693, 2.19280], [2.00929, 0.19950, 2.06089], [0.66661, -0.16838, 1.70847], [-0.54710, 0.51106, 2.01581], [-1.74091, -0.27386, 2.09159], [-2.98964, 0.31914, 2.18492], [-3.10378, 1.71887, 2.24467], [-1.94551, 2.50564, 2.25886], [-0.68548, 1.91921, 2.17998], [2.49061, 1.54023, 2.14982], [5.86027, 0.98256, 2.41869], [5.04373, -1.39524, 2.39875], [2.61779, -1.87823, 2.16996], [0.55640, -1.19208, 1.33797], [-1.63987, -1.36185, 2.08785], [-3.88651, -0.30242, 2.21670], [-4.08705, 2.19239, 2.29431], [-2.01878, 3.59380, 2.33747], [0.19150, 2.55351, 2.21909], [1.83056, 2.39375, 2.06696], [-4.31906, -1.33692, -1.18200], [-2.97837, -1.68231, -1.08757], [-2.48512, -1.69665, -2.37084], [-1.07524, -1.92165, -2.74569], [-0.24163, -0.66946, -2.53157], [1.15727, -0.76228, -3.15447], [1.94273, 0.34248, -2.43094], [1.13310, 0.64551, -1.15840], [0.01924, -0.29153, -1.14573], [-3.52564, -1.37166, -3.21647], [-4.63147, -1.15495, -2.51262], [-5.02019, -1.22437, -0.36719], [-2.37495, -1.92742, -0.22726], [-0.68378, -2.75550, -2.14651], [-1.05479, -2.17423, -3.81346], [-0.77281, 0.15996, -3.05217], [1.58727, -1.75098, -2.93779], [1.11439, -0.62929, -4.24091], [2.95670, 0.01858, -2.18050], [1.99905, 1.25153, -3.03738], [1.75077, 0.48316, -0.27573], [0.80781, 1.70121, -1.12119], [-0.79899, 0.06755, -0.65546], [-3.38184, -1.33786, -4.29432]], "nbo_charge": [-0.308, 0.394, -0.168, -0.202, -0.105, -0.186, 0.177, -0.119, -0.104, -0.225, -0.079, -0.211, -0.113, -0.186, 0.262, 0.250, 0.233, 0.245, 0.230, 0.249, 0.247, 0.245, 0.213, 0.231, -0.092, -0.128, -0.349, -0.206, -0.055, -0.404, -0.417, -0.212, -0.667, 0.164, -0.446, 0.208, 0.202, 0.215, 0.226, 0.175, 0.207, 0.230, 0.218, 0.222, 0.174, 0.179, 0.375, 0.209]}


{"formula": "C25H23N3O6S", "method": "wB97M-V/def2-TZVPD", "total_charge": 0, "homo_lumo_gap_ha": 0.30415, "lumo_ev": 0.463, "de_lowest_ev": 0.215, "smiles": "CC[C@H](Sc1nc2cc3c(cc2c(=O)n1Cc1ccco1)OCO3)C(=O)Nc1cccc(OC)c1", "species": ["C", "C", "C", "S", "C", "N", "C", "C", "C", "C", "C", "C", "C", "O", "N", "C", "C", "C", "C", "C", "O", "O", "C", "O", "C", "O", "N", "C", "C", "C", "C", "C", "O", "C", "C", "H", "H", "H", "H", "H", "H", "H", "H", "H", "H", "H", "H", "H", "H", "H", "H", "H", "H", "H", "H", "H", "H", "H"], "positions_angstrom": [[-2.24008, 1.11645, -2.90315], [-3.13378, 1.83839, -1.90510], [-2.51543, 1.99189, -0.51802], [-0.90123, 2.87490, -0.56714], [0.24047, 1.53984, -0.52854], [-0.22784, 0.36309, -0.72852], [0.56411, -0.71886, -0.49065], [0.00155, -1.99585, -0.65550], [0.77301, -3.05676, -0.27762], [2.07684, -2.89445, 0.23231], [2.65682, -1.66514, 0.35144], [1.87856, -0.55458, -0.02031], [2.43564, 0.78293, 0.09424], [3.57467, 1.04959, 0.41629], [1.52711, 1.81945, -0.19234], [2.00464, 3.18903, -0.13145], [1.86063, 3.86493, -1.45530], [2.07320, 3.41336, -2.72523], [1.74770, 4.49173, -3.58375], [1.36566, 5.51222, -2.77111], [1.42753, 5.14092, -1.48140], [2.58532, -4.12145, 0.54849], [1.55278, -5.04955, 0.30070], [0.46039, -4.37988, -0.29332], [-2.42243, 0.66780, 0.25480], [-2.96354, -0.33784, -0.13278], [-1.81713, 0.81478, 1.47510], [-1.12889, -0.19679, 2.16442], [-0.01936, 0.16550, 2.91964], [0.73477, -0.81444, 3.53961], [0.39629, -2.14478, 3.41115], [-0.72750, -2.51007, 2.66816], [-0.97926, -3.84382, 2.59237], [-2.10795, -4.27574, 1.86581], [-1.49981, -1.53107, 2.05503], [-1.32342, 1.67669, -3.07729], [-2.76021, 1.00897, -3.85168], [-1.98029, 0.13206, -2.52774], [-3.38295, 2.83179, -2.28589], [-4.06047, 1.27453, -1.77837], [-3.13924, 2.67216, 0.07469], [-1.00474, -2.09566, -1.02251], [3.65632, -1.52131, 0.72454], [3.05587, 3.12247, 0.17385], [1.44349, 3.75628, 0.61870], [2.41816, 2.44015, -3.01032], [1.79524, 4.49811, -4.65300], [1.04213, 6.51253, -2.97800], [1.22716, -5.50332, 1.25154], [1.91581, -5.83485, -0.37814], [-1.46114, 1.74214, 1.67594], [0.26129, 1.20574, 3.00730], [1.60299, -0.53490, 4.11618], [0.98446, -2.91939, 3.87599], [-2.12357, -5.35994, 1.96661], [-2.02644, -4.01224, 0.80786], [-3.03142, -3.85935, 2.27859], [-2.36249, -1.77841, 1.46283]], "nbo_charge": [-0.611, -0.406, -0.408, 0.253, 0.343, -0.557, 0.268, -0.291, 0.281, 0.228, -0.201, -0.220, 0.670, -0.613, -0.448, -0.286, 0.263, -0.303, -0.307, 0.085, -0.399, -0.472, 0.236, -0.475, 0.731, -0.617, -0.650, 0.264, -0.319, -0.169, -0.310, 0.406, -0.518, -0.254, -0.400, 0.205, 0.210, 0.229, 0.206, 0.230, 0.250, 0.251, 0.251, 0.278, 0.229, 0.233, 0.231, 0.205, 0.163, 0.165, 0.397, 0.207, 0.219, 0.223, 0.198, 0.184, 0.180, 0.260]}


{"formula": "C2H4Cl3OP", "method": "wB97M-V/def2-TZVPD", "total_charge": 0, "homo_lumo_gap_ha": [0.27009, 0.34230], "lumo_ev": [-1.880, -0.421], "de_lowest_ev": 3.693, "species": ["C", "C", "O", "P", "Cl", "Cl", "Cl", "H", "H", "H", "H"], "positions_angstrom": [[0.03394, -0.26852, -0.58642], [0.44640, 0.80664, 1.94862], [1.31071, -1.76906, 1.79408], [1.71955, -0.35130, 1.99821], [0.88793, 2.44028, 1.63283], [2.75112, -0.26960, 3.75566], [3.10260, 0.17890, 0.68447], [0.16958, -1.17438, -0.13601], [0.68870, 0.19235, -1.37478], [-0.72668, 0.44364, -0.41282], [-0.52275, 0.32225, 2.09802]], "nbo_charge": [-0.446, -0.648, -1.060, 1.735, 0.091, -0.256, -0.236, 0.204, 0.183, 0.167, 0.266]}


{"formula": "C2H5IN2O2S", "method": "wB97M-V/def2-TZVPD", "total_charge": 0, "homo_lumo_gap_ha": 0.34250, "lumo_ev": -0.210, "de_lowest_ev": 1.053, "species": ["C", "C", "N", "N", "O", "O", "S", "I", "H", "H", "H", "H", "H"], "positions_angstrom": [[-0.96750, 0.61054, -0.42006], [-0.32222, 0.69029, 1.00366], [-0.53261, -0.62723, -0.94873], [1.15751, 0.12351, 0.78969], [-0.01297, -2.09598, 0.89385], [1.66542, -1.82737, -0.87566], [0.69184, -1.28061, -0.02403], [2.40268, 1.17758, -0.28460], [-2.08100, 0.83031, -0.18580], [-0.48891, 1.31891, -1.14141], [-0.15014, 1.65932, 1.60692], [-0.87727, -0.01859, 1.52083], [-0.48483, -0.56067, -1.93465]], "nbo_charge": [-0.250, -0.248, -0.892, -0.871, -0.922, -0.915, 2.423, 0.379, 0.212, 0.198, 0.244, 0.233, 0.410]}


{"formula": "C4H4HgLiO2", "method": "wB97M-V/def2-TZVPD", "total_charge": 1, "homo_lumo_gap_ha": 0.27946, "lumo_ev": -4.422, "de_lowest_ev": 0.000, "species": ["O", "C", "C", "H", "H", "H", "C", "C", "O", "Li", "H", "Hg"], "positions_angstrom": [[-0.91998, 1.05594, -0.98502], [-1.63207, 0.17435, -1.33757], [-2.65882, -0.48758, -1.80969], [-3.40295, 0.03872, -2.40745], [-2.77196, -1.54286, -1.56175], [1.20275, 1.13061, 0.50134], [0.20858, -1.52246, 0.42792], [1.12424, -0.78619, 0.73929], [1.71367, 0.34915, 0.97115], [3.15735, 0.73214, 2.23004], [-0.58309, -2.25011, 0.43596], [4.56229, 3.10829, 2.79578]], "nbo_charge": [-0.515, 0.712, -0.748, 0.291, 0.262, 0.559, -0.256, 0.233, -0.787, 0.895, 0.264, 0.092]}


| no. | E (hartree) |
| --- | --- |
| 1 | -288.76715 |
| 2 | -1167.37888 |
| 3 | -362.65966 |
| 4 | -1077.85106 |
| 5 | -1980.38407 |
| 6 | -1875.71353 |
| 7 | -1034.99173 |
| 8 | -465.90942 |